45
Properties=species:S:1:pos:R:3:forces:R:3 method="wB97M-V/def2-TZVPD" lumo_ev=0.3 orbital_gap_ev=10.0 e_homo_ev=-9.70 smiles=CCO.CCO.CCO.CCO.CCO de_lowest_kcal_mol=43.6 e_tot_ev=-21091.3007 largest_force_ev_per_a=4.9 multiplicity=1
C -22.885 12.577 -18.942 -1.2 0.6 0.4
C -23.667 13.464 -19.929 -0.7 -0.3 2.6
O -23.254 13.302 -21.185 1.7 -0.6 -4.6
H -22.648 11.592 -19.346 0.2 0.2 -0.2
H -23.593 12.417 -18.130 0.3 -0.1 0.4
H -22.018 13.102 -18.540 0.1 -0.3 -0.2
H -23.531 14.520 -19.699 -0.4 0.1 0.6
H -24.712 13.173 -20.036 -0.4 0.4 1.6
H -23.971 12.875 -21.659 0.6 0.0 -0.5
C -24.025 20.378 -22.325 0.2 0.4 -1.3
C -24.361 20.863 -23.761 -0.1 0.0 1.2
O -25.757 21.110 -23.749 -0.3 -0.1 -0.4
H -22.946 20.272 -22.215 0.0 0.0 0.1
H -24.504 19.420 -22.119 -0.1 0.1 0.0
H -24.388 21.142 -21.637 0.0 -0.2 0.1
H -24.099 20.156 -24.549 0.1 -0.3 0.1
H -23.884 21.813 -24.002 0.5 0.0 0.2
H -25.935 21.558 -24.579 -0.4 0.0 0.0
C -18.881 11.721 -20.730 -0.9 0.1 -0.1
C -19.862 12.751 -21.315 1.4 1.0 -0.5
O -19.162 14.015 -21.493 0.5 -1.1 0.5
H -18.666 12.026 -19.706 0.4 -0.2 -0.1
H -17.978 11.509 -21.303 0.0 0.7 -0.1
H -19.388 10.757 -20.711 -0.2 -0.1 0.3
H -20.697 12.891 -20.628 -0.1 -0.2 -0.1
H -20.209 12.447 -22.302 -0.3 -0.3 0.0
H -19.752 14.740 -21.712 -0.5 -0.1 -0.1
C -20.638 13.426 -25.511 -0.3 -1.3 0.1
C -20.160 12.665 -26.769 -0.8 2.5 0.0
O -20.180 13.616 -27.907 1.1 -1.4 0.5
H -20.560 12.737 -24.670 -0.6 -0.3 0.1
H -21.679 13.679 -25.714 -0.1 0.1 0.5
H -20.122 14.280 -25.074 0.5 0.3 -1.0
H -20.879 11.889 -27.035 0.0 -0.2 0.3
H -19.200 12.200 -26.545 0.3 0.4 -0.8
H -20.787 14.338 -27.731 0.0 -0.2 0.4
C -23.070 15.630 -23.608 -0.3 1.4 -1.0
C -22.552 16.298 -22.333 -2.2 -0.6 -0.4
O -21.500 15.511 -21.890 1.3 0.3 0.8
H -23.717 14.774 -23.417 0.7 -0.4 0.2
H -22.215 15.459 -24.262 -0.1 -0.6 0.1
H -23.715 16.251 -24.231 -0.2 0.5 0.2
H -23.376 16.225 -21.624 -0.2 0.1 0.4
H -22.361 17.371 -22.362 0.7 -0.2 -0.5
H -21.909 14.691 -21.603 -0.1 -0.5 0.0

***

45
Properties=species:S:1:pos:R:3:forces:R:3 method="wB97M-V/def2-TZVPD" lumo_ev=0.4 orbital_gap_ev=9.0 e_homo_ev=-8.65 de_lowest_kcal_mol=190.0 e_tot_ev=-21084.9530 largest_force_ev_per_a=11.3 multiplicity=1
C 23.071 6.981 -31.162 1.3 0.4 -0.5
C 22.747 7.040 -32.663 -0.7 0.4 1.3
O 21.420 6.586 -32.819 3.2 7.3 -2.3
H 24.105 7.262 -30.958 0.3 -0.3 -0.1
H 22.867 5.942 -30.904 0.6 0.7 0.8
H 22.485 7.680 -30.564 0.7 -0.4 -0.6
H 23.474 6.442 -33.212 0.0 -0.2 -0.2
H 22.779 8.060 -33.045 0.1 0.0 -0.1
H 21.273 5.830 -32.247 1.0 3.4 -2.2
C 19.946 7.370 -35.258 1.1 0.8 -0.2
C 19.662 6.286 -34.229 -1.0 -0.9 -1.1
O 19.194 6.774 -33.018 -3.1 0.7 0.7
H 20.366 6.998 -36.192 0.1 -0.3 0.0
H 20.677 8.100 -34.911 0.2 -0.1 0.4
H 19.126 8.015 -35.575 -0.6 -0.4 0.4
H 20.518 5.696 -33.901 -0.5 -0.3 -2.2
H 18.892 5.659 -34.678 0.5 0.3 1.2
H 19.920 6.813 -32.392 -0.1 0.7 -1.3
C 20.473 4.337 -29.692 1.0 0.7 0.5
C 20.404 4.935 -31.061 -4.5 -1.5 0.9
O 21.542 4.880 -31.840 2.0 -10.1 4.6
H 19.543 4.411 -29.129 -0.1 -0.1 -0.4
H 21.166 5.018 -29.198 0.4 -0.5 0.8
H 20.809 3.300 -29.664 0.1 0.0 -0.1
H 20.031 5.957 -30.999 0.5 -0.6 0.3
H 19.624 4.412 -31.614 -0.3 0.0 -0.2
H 22.053 4.166 -31.450 0.6 -0.4 -0.3
C 19.361 7.495 -29.068 0.6 -0.2 0.5
C 20.161 8.004 -30.281 -0.3 -4.1 1.9
O 20.210 9.302 -30.271 -0.8 6.4 -0.6
H 19.660 8.001 -28.150 0.2 0.5 0.0
H 19.616 6.465 -28.817 -0.7 -0.1 -0.3
H 18.297 7.708 -29.171 0.0 -0.4 -0.2
H 19.648 7.591 -31.149 0.4 1.0 0.1
H 21.231 7.815 -30.185 -1.3 -2.0 -0.1
H 20.653 9.542 -29.453 -0.1 0.5 -0.1
C 18.394 4.862 -36.445 -1.7 0.1 -1.9
C 17.445 4.733 -37.729 1.1 -0.8 0.4
O 18.065 3.842 -38.617 1.8 -1.4 -0.6
H 18.586 3.871 -36.034 -0.5 0.0 0.1
H 17.841 5.501 -35.756 -0.2 -0.5 -0.2
H 19.381 5.315 -36.536 -0.4 0.0 -0.9
H 17.226 5.622 -38.320 -0.1 0.6 0.8
H 16.540 4.200 -37.436 -0.4 0.7 0.5
H 17.755 3.779 -39.523 -0.5 0.5 0.3

***

45
Properties=species:S:1:pos:R:3:forces:R:3 method="wB97M-V/def2-TZVPD" lumo_ev=0.6 orbital_gap_ev=10.1 e_homo_ev=-9.49 smiles=CCO.CCO.CCO.CCO.CCO de_lowest_kcal_mol=6.2 e_tot_ev=-21092.9242 largest_force_ev_per_a=0.7 multiplicity=1
C 3.021 -1.513 0.367 0.0 -0.4 0.3
C 1.932 -2.100 -0.512 0.3 0.3 -0.1
O 0.883 -1.179 -0.732 -0.3 -0.4 0.2
H 3.428 -0.595 -0.056 0.0 0.0 0.0
H 3.827 -2.241 0.503 0.0 0.1 -0.1
H 2.613 -1.303 1.356 0.0 0.2 0.0
H 1.509 -2.974 -0.019 -0.1 -0.1 -0.1
H 2.378 -2.410 -1.466 -0.1 -0.2 0.0
H 1.230 -0.480 -1.298 -0.1 0.3 -0.1
C -2.381 -0.042 -1.866 0.0 0.0 0.7
C -3.793 0.432 -1.605 0.3 -0.1 -0.4
O -3.799 1.178 -0.393 -0.2 0.0 0.2
H -2.369 -0.692 -2.737 0.2 0.0 -0.1
H -2.029 -0.585 -0.983 0.0 -0.2 -0.2
H -1.682 0.789 -1.972 -0.1 0.1 -0.3
H -4.447 -0.440 -1.526 -0.1 0.1 0.0
H -4.128 1.046 -2.451 -0.2 0.0 0.2
H -4.699 1.247 -0.064 0.0 0.1 0.0
C 1.940 3.176 -1.706 0.0 -0.1 0.3
C 1.918 2.152 -2.818 0.3 -0.3 0.2
O 2.102 0.821 -2.299 0.0 0.0 -0.2
H 2.933 3.226 -1.253 0.0 0.1 -0.1
H 1.248 2.888 -0.911 -0.1 0.0 -0.1
H 1.657 4.164 -2.066 0.1 0.0 0.0
H 2.709 2.363 -3.541 -0.1 0.0 -0.1
H 0.960 2.135 -3.331 0.0 0.0 0.0
H 3.035 0.594 -2.263 0.0 0.2 0.0
C 0.096 -2.558 2.795 0.1 0.1 0.2
C -1.197 -3.044 2.182 -0.4 0.5 0.1
O -1.641 -4.173 2.922 0.1 -0.4 0.0
H 0.966 -3.121 2.454 0.0 0.0 0.0
H 0.032 -2.678 3.878 0.0 -0.1 0.0
H 0.250 -1.493 2.617 0.1 -0.1 -0.3
H -1.109 -3.271 1.117 0.2 0.0 0.0
H -1.949 -2.245 2.273 0.1 -0.1 -0.1
H -2.237 -4.695 2.380 0.0 0.0 0.0
C 0.482 2.224 1.955 0.4 -0.5 0.1
C -0.630 1.613 1.139 -0.3 -0.1 0.1
O -1.651 2.578 0.969 0.0 0.2 0.0
H 0.145 2.475 2.960 -0.1 0.2 -0.1
H 0.894 3.105 1.464 -0.1 0.1 0.1
H 1.294 1.496 2.075 -0.1 0.1 -0.1
H -1.050 0.744 1.661 0.2 -0.1 0.0
H -0.255 1.261 0.171 0.1 0.0 0.0
H -2.435 2.127 0.632 0.0 0.0 -0.2

***

45
Properties=species:S:1:pos:R:3:forces:R:3 method="wB97M-V/def2-TZVPD" lumo_ev=0.6 orbital_gap_ev=10.5 e_homo_ev=-9.88 smiles=CCO.CCO.CCO.CCO.CCO de_lowest_kcal_mol=25.0 e_tot_ev=-21092.1090 largest_force_ev_per_a=2.0 multiplicity=1
C 4.506 -1.280 -0.445 -0.6 0.8 -0.3
C 5.824 -1.038 -1.116 1.7 -0.5 -0.9
O 5.658 -0.311 -2.360 -0.3 0.1 0.7
H 3.755 -1.401 -1.230 0.0 -0.2 0.1
H 4.215 -0.381 0.103 -0.1 -0.1 0.1
H 4.438 -2.131 0.226 0.4 -0.1 0.0
H 6.371 -1.949 -1.404 -0.6 -0.3 0.2
H 6.576 -0.529 -0.502 -0.5 0.3 0.3
H 6.428 0.254 -2.449 0.0 0.1 -0.2
C 3.083 4.205 0.458 0.8 0.0 -0.8
C 2.487 2.819 0.259 -0.5 0.3 0.1
O 1.434 2.563 1.200 0.2 0.0 -0.4
H 2.583 5.011 -0.081 -0.5 -0.2 0.1
H 4.082 4.197 0.002 0.0 0.0 0.3
H 3.165 4.506 1.501 0.1 -0.2 0.1
H 3.236 2.025 0.304 0.1 0.1 0.2
H 2.051 2.737 -0.737 -0.2 0.0 0.1
H 1.829 2.626 2.075 -0.2 -0.1 0.1
C -4.303 0.336 -1.143 0.3 -0.4 -0.6
C -5.515 1.226 -1.339 0.1 -0.1 -0.7
O -6.440 0.559 -2.230 0.1 0.2 0.7
H -3.529 0.784 -0.521 -0.1 0.0 0.1
H -3.871 0.101 -2.122 0.1 0.4 0.0
H -4.528 -0.675 -0.796 -0.4 0.3 0.5
H -5.237 2.155 -1.846 0.3 0.0 0.2
H -5.972 1.533 -0.396 -0.3 -0.4 0.0
H -6.604 1.180 -2.939 -0.2 -0.1 -0.1
C 0.783 -0.669 -0.731 0.5 0.0 -0.5
C -0.646 -0.281 -0.393 0.6 0.8 -0.8
O -0.659 0.519 0.771 -0.8 -0.5 0.6
H 1.268 -1.296 0.019 -0.3 -0.1 0.1
H 1.435 0.207 -0.818 -0.3 0.2 0.1
H 0.877 -1.158 -1.707 -0.2 -0.2 0.1
H -1.300 -1.153 -0.340 0.1 0.0 0.8
H -1.091 0.308 -1.209 0.2 -0.1 -0.2
H -0.099 1.296 0.647 0.2 -0.1 0.0
C -3.200 -3.743 1.762 0.2 -1.1 0.1
C -2.834 -2.445 2.416 -0.6 0.5 0.2
O -2.261 -2.727 3.690 0.1 -0.3 0.0
H -3.811 -4.345 2.440 0.0 0.2 0.1
H -2.314 -4.355 1.570 0.0 0.1 -0.1
H -3.773 -3.664 0.839 0.1 0.4 -0.1
H -3.765 -1.879 2.556 0.1 0.2 0.0
H -2.148 -1.831 1.826 0.0 -0.1 -0.1
H -2.183 -1.911 4.189 0.0 0.1 -0.1

***

46
Properties=species:S:1:pos:R:3:forces:R:3 method="wB97M-V/def2-TZVPD" lumo_ev="0.4 / 0.4" s2=0.85 orbital_gap_ev="5.2 / 4.8" e_homo_ev="-4.84 / -4.35" de_lowest_kcal_mol=159.2 e_tot_ev=-130386.8054 largest_force_ev_per_a=3.7 multiplicity=2
V 0.424 -0.008 -1.193 -0.1 0.1 1.2
Si -0.271 -2.286 -0.534 0.6 1.4 -1.4
P 2.617 -0.206 -0.365 -3.4 0.4 -1.6
P -2.538 0.198 0.119 1.3 -0.4 2.3
H 0.962 -1.125 -0.242 0.3 -1.3 0.0
C 3.330 1.405 -0.024 1.6 0.4 0.3
H 4.428 1.295 0.006 -0.1 0.5 0.2
H 2.965 1.773 0.954 0.2 -0.3 -0.5
H 3.056 2.140 -0.802 0.2 -0.5 0.4
C 3.474 -1.056 -1.705 1.5 -0.1 0.1
H 4.541 -1.090 -1.450 0.3 -0.4 -0.5
H 3.323 -0.522 -2.655 0.1 -0.1 0.5
H 3.074 -2.078 -1.809 0.1 0.4 0.2
C 2.944 -1.216 1.123 0.5 0.3 -0.3
H 4.028 -1.325 1.212 0.0 -0.1 0.4
H 2.472 -2.195 0.995 0.1 0.2 0.0
H 2.512 -0.721 1.999 0.2 -0.1 -0.1
C -3.099 1.838 0.493 -1.0 0.7 -0.2
H -4.145 1.746 0.792 -0.2 0.3 -0.1
H -3.016 2.466 -0.394 0.0 0.0 0.0
H -2.529 2.289 1.305 0.0 -0.3 -0.1
C -3.259 -0.271 -1.425 -0.6 -0.2 -1.1
H -4.347 -0.242 -1.269 0.1 0.0 0.0
H -3.005 -1.284 -1.747 0.2 0.1 0.2
H -3.013 0.437 -2.222 0.1 -0.1 0.2
C -3.274 -0.889 1.346 -1.2 0.0 -0.1
H -4.338 -0.648 1.330 -0.3 -0.4 0.3
H -2.856 -0.706 2.337 0.0 0.1 -0.3
H -3.121 -1.936 1.082 0.0 0.1 0.0
C -0.320 -2.608 -2.390 -0.3 -1.6 -0.6
H 0.562 -2.253 -2.956 -0.3 0.0 0.4
H -1.236 -2.260 -2.893 0.3 -0.1 0.2
H -0.307 -3.710 -2.430 0.0 0.1 -0.8
H 0.761 -3.187 -0.014 0.1 -0.8 0.4
H -1.525 -2.709 0.125 -0.3 -0.3 -0.2
C -0.460 2.143 -2.967 0.6 -0.3 0.5
O -1.528 2.362 -2.417 0.5 -0.2 -0.3
C 0.794 2.950 -2.703 0.2 0.6 0.1
H 1.271 3.166 -3.677 -0.1 0.0 0.4
H 1.554 2.396 -2.089 -0.9 0.2 -0.5
H 0.536 3.890 -2.193 0.1 -0.3 -0.1
C -0.272 1.005 -3.954 -0.3 0.5 -0.9
H -1.053 1.140 -4.729 0.2 -0.4 0.4
H -0.398 0.003 -3.518 -0.2 0.0 0.1
H 0.698 1.076 -4.465 -0.2 -0.2 0.3
Se -0.514 0.131 0.974 0.2 1.8 0.6

***

53
Properties=species:S:1:pos:R:3:forces:R:3 method="wB97M-V/def2-TZVPD" lumo_ev="-4.7 / -5.0" s2=3.76 orbital_gap_ev="5.8 / 5.5" e_homo_ev="-10.55 / -10.55" charge=+1 de_lowest_kcal_mol=139.1 e_tot_ev=-67669.5609 largest_force_ev_per_a=5.8 multiplicity=4
Co 5.305 12.169 -9.406 0.2 2.4 -0.9
O 6.012 13.962 -9.511 -0.1 -0.9 0.7
H 5.474 14.733 -9.246 0.1 -1.1 0.8
C -1.170 15.180 -3.950 0.4 0.0 -0.6
C -0.139 14.467 -4.839 -1.1 0.5 0.3
C 0.920 15.405 -5.326 0.6 0.7 -0.9
O 1.575 14.848 -6.478 -1.0 -0.5 0.9
C 2.587 15.613 -7.075 -1.4 0.1 0.4
N 0.473 13.387 -4.195 1.2 -1.9 1.0
H -0.690 15.601 -3.067 -0.1 0.3 0.0
H -1.942 14.491 -3.606 0.0 -0.1 -0.1
H -1.639 15.927 -4.590 -0.2 0.3 0.4
H -0.708 14.030 -5.659 0.1 0.5 -0.6
H 1.701 15.655 -4.608 0.1 -0.6 0.7
H 0.471 16.393 -5.432 -0.2 0.2 -1.1
H 2.049 16.365 -7.652 0.6 0.3 -0.5
H 3.110 14.886 -7.696 0.4 0.5 -0.1
H 3.184 16.107 -6.308 0.5 0.0 -0.1
H 1.391 13.625 -3.848 -0.1 -0.2 0.3
H -0.101 12.993 -3.463 0.2 -0.1 0.1
C 2.669 12.627 -12.692 1.0 -1.1 -0.2
C 3.686 12.137 -11.659 1.6 -1.5 -2.4
C 5.161 12.299 -12.136 -2.0 -0.3 -1.1
O 6.007 11.558 -11.251 0.5 0.7 0.0
C 7.226 11.177 -11.978 0.1 -0.7 1.6
N 3.601 12.842 -10.447 0.3 -0.3 1.5
H 2.796 12.000 -13.575 -0.6 -0.5 0.1
H 2.868 13.598 -13.146 -0.3 0.5 0.9
H 1.722 12.470 -12.176 -0.4 0.5 -0.8
H 3.575 11.072 -11.457 -0.3 -0.3 -0.3
H 5.411 13.349 -12.286 0.4 0.2 0.8
H 5.186 11.926 -13.160 0.4 -0.7 0.1
H 7.999 10.782 -11.318 -0.4 0.0 0.7
H 7.724 12.066 -12.365 -0.6 -0.2 -1.0
H 6.865 10.302 -12.518 0.6 0.6 -1.1
H 2.655 12.786 -10.097 -0.2 0.4 0.4
H 3.762 13.742 -10.875 -0.4 1.6 1.6
C 3.846 16.328 -11.201 2.9 -0.8 0.1
O 3.007 15.553 -10.911 -3.6 -3.5 1.4
N 5.129 16.145 -10.950 3.2 -0.6 1.5
N 3.692 17.328 -11.966 -2.0 4.6 -3.0
H 5.818 16.842 -11.198 -0.1 -0.4 0.0
H 5.447 15.309 -10.482 0.2 0.5 -0.8
H 4.373 18.072 -11.920 -0.6 0.1 -0.6
H 2.760 17.412 -12.347 0.2 0.8 0.0
C 8.203 14.490 -6.427 -0.4 0.0 3.2
O 8.566 14.424 -5.268 0.6 0.2 0.3
N 8.962 14.214 -7.466 2.4 -0.8 -2.0
N 6.980 14.852 -6.771 -2.9 0.5 -1.4
H 9.937 14.423 -7.306 -0.1 -0.5 -0.5
H 8.563 14.104 -8.388 0.5 0.4 0.1
H 6.214 14.976 -6.124 0.5 -0.2 0.1
H 6.776 14.677 -7.745 -0.5 0.3 0.3

***

Question: Which value of multiplicity does entry 6 give?
Answer: 4

***

Question: The highest multiplicity belongs to which entry?
Answer: C10H31CoN6O5